{"formula": "C45H51FN3O", "method": "the ωB97M-V functional and the def2-TZVPD basis", "species": ["N", "C", "N", "N", "F", "C", "C", "O", "H", "H", "H", "H", "H", "H", "H", "H", "H", "C", "C", "C", "C", "C", "C", "H", "H", "H", "H", "H", "H", "C", "C", "C", "C", "C", "C", "H", "H", "H", "H", "H", "H", "C", "C", "C", "C", "C", "C", "H", "H", "H", "H", "H", "H", "C", "C", "C", "C", "C", "C", "H", "H", "H", "H", "H", "H", "C", "C", "C", "C", "C", "C", "H", "H", "H", "H", "H", "H", "C", "C", "C", "C", "C", "C", "H", "H", "H", "H", "H", "H", "C", "C", "C", "C", "C", "C", "H", "H", "H", "H", "H", "H"], "xyz": [[-5.31, -3.08, 7.13], [-4.87, -4.24, 7.68], [-4.47, -4.26, 8.91], [-4.85, -5.49, 7.01], [-6.19, -5.72, 6.68], [-4.03, -5.49, 5.78], [-2.58, -5.70, 6.16], [-2.30, -7.04, 6.46], [-4.58, -2.38, 7.08], [-5.70, -3.22, 6.20], [-4.06, -5.10, 9.28], [-4.55, -3.45, 9.51], [-4.18, -4.58, 5.20], [-4.37, -6.35, 5.22], [-2.29, -5.06, 7.00], [-1.98, -5.38, 5.32], [-2.78, -7.31, 7.24], [-1.20, -1.86, 3.41], [-0.80, -1.64, 2.10], [0.35, -2.25, 1.61], [1.09, -3.09, 2.43], [0.70, -3.31, 3.74], [-0.45, -2.69, 4.23], [-2.09, -1.38, 3.79], [-1.38, -1.00, 1.45], [0.66, -2.08, 0.59], [1.99, -3.56, 2.06], [1.28, -3.95, 4.39], [-0.75, -2.85, 5.26], [-3.68, 2.03, -0.25], [-2.99, 2.70, -1.25], [-2.13, 2.00, -2.09], [-1.98, 0.63, -1.93], [-2.68, -0.04, -0.93], [-3.53, 0.66, -0.09], [-4.35, 2.58, 0.40], [-3.11, 3.77, -1.38], [-1.59, 2.52, -2.86], [-1.32, 0.08, -2.59], [-2.56, -1.11, -0.82], [-4.07, 0.14, 0.69], [1.52, 1.94, -3.54], [2.34, 3.06, -3.69], [2.61, 3.55, -4.96], [2.06, 2.93, -6.07], [1.24, 1.82, -5.92], [0.98, 1.32, -4.65], [1.31, 1.56, -2.55], [2.76, 3.54, -2.82], [3.25, 4.41, -5.08], [2.26, 3.32, -7.06], [0.80, 1.34, -6.79], [0.34, 0.45, -4.53], [-4.50, 7.62, -3.16], [-3.98, 8.85, -2.77], [-3.53, 9.03, -1.47], [-3.59, 7.98, -0.56], [-4.10, 6.75, -0.96], [-4.56, 6.57, -2.26], [-4.85, 7.48, -4.18], [-3.93, 9.66, -3.48], [-3.14, 9.99, -1.16], [-3.24, 8.12, 0.45], [-4.15, 5.93, -0.25], [-4.96, 5.61, -2.56], [-3.24, 5.70, -6.40], [-2.90, 5.96, -7.72], [-1.76, 5.39, -8.26], [-0.97, 4.55, -7.49], [-1.31, 4.29, -6.17], [-2.45, 4.87, -5.63], [-4.13, 6.15, -5.98], [-3.52, 6.61, -8.32], [-1.48, 5.60, -9.29], [-0.08, 4.10, -7.92], [-0.70, 3.63, -5.57], [-2.72, 4.67, -4.60], [4.31, -1.84, 3.80], [4.72, -2.00, 2.49], [6.07, -2.19, 2.20], [6.99, -2.24, 3.24], [6.58, -2.08, 4.55], [5.24, -1.88, 4.84], [3.26, -1.68, 4.03], [4.00, -1.96, 1.69], [6.39, -2.31, 1.18], [8.04, -2.39, 3.01], [7.30, -2.12, 5.35], [4.91, -1.76, 5.86], [6.88, -5.70, -2.76], [8.24, -5.49, -2.58], [8.71, -4.98, -1.37], [7.82, -4.69, -0.35], [6.46, -4.90, -0.54], [5.99, -5.40, -1.74], [6.52, -6.10, -3.70], [8.94, -5.73, -3.37], [9.77, -4.82, -1.23], [8.18, -4.30, 0.59], [5.77, -4.67, 0.26], [4.93, -5.56, -1.89]], "energy_ha": -2084.356490, "charge": 1, "e_lumo_ha": -0.1863}



{"formula": "C5H11Br2NO", "method": "the ωB97M-V functional and the def2-TZVPD basis", "species": ["Br", "C", "C", "Br", "H", "H", "H", "H", "C", "O", "N", "C", "C", "H", "H", "H", "H", "H", "H", "H"], "xyz": [[-2.95, 1.05, -2.57], [-2.91, -0.87, -2.56], [-1.44, -1.30, -2.45], [-1.32, -3.34, -2.54], [-3.38, -1.35, -3.43], [-3.48, -1.13, -1.67], [-0.89, -0.95, -1.57], [-0.98, -0.87, -3.34], [0.87, 1.12, 3.14], [-0.21, 0.82, 3.65], [1.29, 0.92, 1.88], [2.68, 1.06, 1.46], [0.53, 0.16, 0.85], [1.69, 1.42, 3.81], [2.88, 1.89, 0.80], [3.00, 0.32, 0.73], [3.49, 1.12, 2.19], [1.01, -0.79, 0.61], [-0.51, -0.01, 1.09], [0.64, 0.73, -0.08]], "multiplicity": 2, "energy_ha": -5474.762308, "s2": 0.7837, "charge": 1, "e_lumo_ha": [-0.1521, -0.3411]}



{"formula": "C5H12N3", "method": "the ωB97M-V functional and the def2-TZVPD basis", "species": ["C", "C", "C", "C", "C", "N", "N", "N", "H", "H", "H", "H", "H", "H", "H", "H", "H", "H", "H", "H"], "xyz": [[1.58, 0.56, -0.31], [1.35, 1.85, 0.30], [-1.98, 1.85, -0.71], [0.51, -2.87, 0.56], [-1.92, 1.19, 0.43], [0.70, -0.31, -0.43], [-0.01, -2.45, -0.75], [0.15, -1.23, -1.08], [2.63, 0.40, -0.63], [2.17, 2.15, 1.10], [1.32, 2.56, -0.58], [0.35, 1.83, 0.78], [-2.67, 1.45, -1.44], [-0.84, -2.79, -1.21], [-1.45, 2.69, -0.74], [1.51, -2.57, 0.68], [0.64, -4.01, 0.79], [-0.17, -2.27, 1.37], [-1.41, 1.67, 1.29], [-2.47, 0.29, 0.57]], "multiplicity": 3, "energy_ha": -361.430827, "s2": 2.0097, "e_above_lowest_kcal_mol": 90.6, "charge": 1, "e_lumo_ha": [-0.1437, -0.2865]}



{"formula": "C7H12O", "method": "the ωB97M-V functional and the def2-TZVPD basis", "species": ["C", "C", "C", "C", "O", "C", "C", "C", "H", "H", "H", "H", "H", "H", "H", "H", "H", "H", "H", "H"], "xyz": [[-1.86, 0.40, 0.50], [-0.61, -0.39, 0.22], [-0.90, -1.82, -0.20], [0.69, -0.20, 1.10], [1.90, -0.91, 0.81], [1.92, -0.41, -0.54], [0.62, 0.32, -0.30], [0.62, 1.80, -0.55], [-1.68, 1.23, 1.19], [-2.26, 0.82, -0.43], [-2.65, -0.22, 0.94], [0.00, -2.38, -0.46], [-1.57, -1.83, -1.06], [-1.38, -2.36, 0.62], [0.61, 0.39, 2.01], [1.87, -1.22, -1.27], [2.80, 0.21, -0.74], [0.05, 2.02, -1.46], [0.18, 2.37, 0.28], [1.64, 2.18, -0.67]], "energy_ha": -349.062027, "e_above_lowest_kcal_mol": 54.4, "charge": 0, "smiles": "CC1(C)[C@H]2OC[C@]21C", "e_lumo_ha": 0.0368}